# 1
{
  "formula": "C6H11F2N",
  "method": "ωB97M-V with the def2-TZVPD basis set",
  "symbols": ["C", "C", "C", "C", "C", "C", "N", "F", "F", "H", "H", "H", "H", "H", "H", "H", "H", "H", "H", "H"],
  "coordinates": [[1.90436, 0.14187, 0.52184], [1.92643, 1.66131, 0.34869], [-0.11796, -0.50324, -1.45824], [-1.02884, -1.62747, 0.58355], [-1.57989, 0.77475, 0.14314], [-0.48588, -0.29633, 0.01688], [0.56865, 0.02183, 0.92392], [1.24648, 2.24515, -0.63151], [1.89112, 2.43815, 1.41928], [2.21963, -0.34859, -0.40515], [2.57949, -0.10645, 1.34207], [0.26913, 0.41159, -1.89984], [0.61833, -1.29725, -1.57738], [-1.01219, -0.79395, -2.00664], [-1.34430, -1.49311, 1.61234], [-0.25524, -2.38946, 0.55516], [-1.87555, -1.95101, -0.01346], [-2.45337, 0.48794, -0.43221], [-1.85165, 0.89602, 1.18740], [-1.21875, 1.72824, -0.22982]],
  "mulliken_charge": [-0.247, 0.284, -1.789, -1.659, -1.603, 1.805, -0.527, -0.192, -0.211, 0.243, 0.321, 0.356, 0.437, 0.457, 0.405, 0.376, 0.403, 0.387, 0.401, 0.353],
  "total_charge": 0,
  "homo_lumo_gap_ev": [9.378, 8.328]
}

=====

# 2
{
  "formula": "C6H11FO2S",
  "method": "ωB97M-V with the def2-TZVPD basis set",
  "symbols": ["C", "C", "C", "C", "C", "C", "O", "O", "F", "S", "H", "H", "H", "H", "H", "H", "H", "H", "H", "H", "H"],
  "coordinates": [[0.54062, 0.70691, 0.65974], [1.36998, -0.61332, 0.41396], [0.47983, -1.76679, 0.08833], [-1.53186, 0.39557, -1.40854], [2.26299, -0.89734, 1.60747], [-2.93050, 0.85579, -1.03944], [0.95755, 0.97397, -1.97263], [-0.31281, 2.72733, -0.80445], [-0.30369, -2.21325, 1.17374], [-0.09644, 1.31921, -1.04890], [-0.38274, 0.35363, 1.14241], [1.26373, 1.41554, 1.07118], [2.00176, -0.31354, -0.43432], [0.62069, -2.45616, -0.61575], [-1.32429, -0.45433, -1.89436], [1.59833, -0.77308, 2.52443], [3.15772, -0.25475, 1.79118], [2.50128, -1.96390, 1.55191], [-3.68860, 0.36033, -1.63886], [-2.88089, 1.93474, -1.13344], [-3.30265, 0.66342, -0.03367]],
  "mulliken_charge": [-1.011, 0.565, -0.640, -0.516, -1.378, -0.971, -0.672, -0.675, -0.293, 1.159, 0.422, 0.417, 0.396, 0.554, 0.667, 0.310, 0.363, 0.372, 0.325, 0.329, 0.276],
  "total_charge": 0,
  "homo_lumo_gap_ev": [9.704, 7.314]
}

=====

# 3
{
  "formula": "C6H11IN4O2S",
  "method": "ωB97M-V with the def2-TZVPD basis set",
  "symbols": ["C", "C", "C", "C", "C", "C", "N", "N", "N", "N", "O", "O", "S", "I", "H", "H", "H", "H", "H", "H", "H", "H", "H", "H", "H"],
  "coordinates": [[0.53932, 1.68590, 1.12023], [1.53902, 0.86453, 0.27660], [-0.00329, -0.07034, -1.15719], [-0.81348, 1.84541, 0.29748], [-2.19662, 0.69319, -1.20052], [1.25935, -3.11628, -0.02692], [-1.92518, 1.56337, 1.15332], [-2.88499, 0.92313, 0.91807], [0.99560, -0.33877, -0.16378], [-0.90912, 1.00519, -0.91102], [-0.79876, -1.99864, 0.75798], [1.28056, -1.54865, 2.04747], [0.58971, -1.72744, 0.80544], [-3.18618, 2.36805, -2.21509], [0.34945, 0.89243, 1.96980], [0.91969, 2.68255, 1.35491], [1.89544, 1.51026, -0.55461], [2.38466, 0.74027, 0.94874], [0.51144, 0.18080, -2.06639], [-0.51983, -0.96307, -1.45163], [-0.92985, 2.98779, 0.12754], [-2.47325, -0.22846, -1.44336], [2.25856, -2.74346, 0.15549], [1.12729, -4.13599, 0.31401], [0.99048, -3.07179, -1.05655]],
  "mulliken_charge": [-0.692, -0.777, -1.527, 0.278, -0.789, -0.933, 0.162, -0.474, 0.262, 0.338, -0.573, -0.668, 1.125, -0.053, 0.304, 0.346, 0.361, 0.365, 0.355, 0.628, 0.307, 0.651, 0.340, 0.355, 0.309],
  "total_charge": 0,
  "homo_lumo_gap_ev": [7.934, 7.938]
}

=====

Values for total energy, eV, ordered as above
-13322.276, -24042.968, -35386.586
Values for maximum force, eV/A, ordered as above
1.06, 5.02, 5.35